# 1
{"formula": "C17H29N2O6P2ReS", "method": "wB97M-V/def2-TZVPD", "homo_lumo_gap_ev": [8.9, 7.8], "multiplicity": 4, "lumo_ev": [-2.456, -4.327], "charge": 1, "species": ["Re", "N", "C", "C", "O", "N", "C", "C", "O", "O", "H", "H", "H", "H", "H", "H", "C", "P", "C", "C", "C", "P", "C", "C", "H", "H", "H", "H", "H", "H", "H", "H", "H", "H", "H", "H", "H", "H", "H", "H", "C", "C", "C", "C", "C", "C", "C", "S", "O", "O", "O", "H", "H", "H", "H", "H", "H", "H"], "coordinates": [[1.107, 0.354, -0.196], [2.269, -2.233, -1.373], [2.931, -1.461, -2.408], [3.668, -0.294, -1.790], [4.861, -0.136, -1.936], [2.858, 0.679, -1.159], [3.625, 1.824, -0.725], [2.864, 2.600, 0.402], [3.168, 3.596, 0.941], [1.743, 1.987, 0.688], [2.909, -2.760, -0.859], [1.501, -2.801, -1.748], [2.209, -1.122, -3.119], [3.685, -1.974, -2.990], [3.757, 2.495, -1.557], [4.654, 1.495, -0.427], [-1.808, -0.777, 1.563], [-0.670, 0.624, 1.526], [-1.650, 2.129, 1.454], [0.128, 0.696, 3.094], [1.140, -0.507, 3.218], [2.188, -0.666, 1.765], [3.687, 0.147, 2.288], [2.575, -2.449, 1.795], [-2.475, -0.740, 2.449], [-1.193, -1.686, 1.585], [-2.327, -0.832, 0.623], [-2.220, 2.238, 2.373], [-2.283, 2.153, 0.575], [-0.966, 2.985, 1.311], [-0.586, 0.572, 3.912], [0.644, 1.648, 3.218], [0.621, -1.427, 3.471], [1.782, -0.213, 4.060], [4.079, -0.422, 3.135], [3.464, 1.196, 2.526], [4.474, 0.142, 1.532], [2.827, -2.840, 2.795], [3.441, -2.777, 1.184], [1.673, -2.942, 1.422], [-6.464, 0.210, -1.426], [-5.003, 0.108, -1.733], [-4.297, -1.102, -1.636], [-2.935, -1.171, -1.935], [-2.304, 0.015, -2.190], [-2.980, 1.219, -2.371], [-4.324, 1.250, -2.179], [-0.579, 0.008, -2.354], [-0.089, 1.283, -1.725], [-0.167, -0.175, -3.714], [-0.056, -1.015, -1.335], [-6.688, -0.110, -0.393], [-7.050, -0.445, -2.052], [-6.888, 1.205, -1.475], [-4.836, -1.962, -1.338], [-2.376, -2.091, -1.788], [-2.446, 2.093, -2.654], [-4.871, 2.178, -2.320]], "mulliken_charge": [1.56, -0.30, -0.85, 0.65, -0.61, 0.09, -0.60, 0.39, -0.58, -0.87, 0.23, 0.18, 0.24, 0.42, 0.45, 0.42, -0.93, 0.80, -1.28, -0.91, -1.35, 1.44, -1.58, -1.58, 0.46, 0.32, -0.03, 0.48, 0.27, 0.36, 0.67, 0.42, 0.54, 0.50, 0.51, 0.40, 0.32, 0.48, 0.35, 0.40, -1.43, 0.78, -0.65, -0.69, 0.62, -0.98, -0.68, 1.48, -0.89, -0.64, -0.69, 0.34, 0.34, 0.37, 0.50, 0.43, 0.56, 0.35]}



# 2
{"formula": "C17H29N2O8Si3V", "method": "wB97M-V/def2-TZVPD", "homo_lumo_gap_ev": [7.8, 8.7], "multiplicity": 2, "lumo_ev": [-4.878, -4.382], "charge": 1, "species": ["V", "O", "C", "O", "C", "C", "C", "C", "C", "C", "O", "N", "O", "O", "N", "O", "O", "H", "H", "C", "O", "Si", "C", "C", "C", "Si", "C", "C", "C", "Si", "C", "C", "C", "H", "H", "H", "H", "H", "H", "H", "H", "H", "H", "H", "H", "H", "H", "H", "H", "H", "H", "H", "H", "H", "H", "H", "H", "H", "H", "H"], "coordinates": [[-0.021, -0.135, -0.158], [-0.620, -1.330, -3.759], [-0.659, -1.408, -2.573], [-0.173, -0.452, -1.744], [-1.264, -2.539, -1.807], [-1.695, -3.641, -2.529], [-2.306, -4.691, -1.882], [-2.483, -4.684, -0.511], [-2.040, -3.606, 0.224], [-1.447, -2.478, -0.398], [-1.145, -1.382, 0.289], [-2.161, -3.692, 1.683], [-2.971, -4.476, 2.124], [-1.377, -3.047, 2.358], [-2.751, -5.861, -2.657], [-2.533, -5.842, -3.850], [-3.311, -6.745, -2.045], [-1.550, -3.671, -3.600], [-2.952, -5.522, -0.015], [2.415, -0.301, 1.572], [1.161, 0.270, 1.130], [0.807, 2.032, 1.154], [2.228, 2.829, 0.222], [0.876, 2.610, 2.931], [-0.808, 1.706, 0.223], [-2.352, 1.515, 1.403], [-1.974, 0.440, 2.908], [-2.821, 3.235, 2.006], [-3.752, 0.655, 0.471], [-1.079, 2.687, -1.432], [-1.359, 4.508, -1.040], [0.462, 2.526, -2.532], [-2.544, 1.930, -2.342], [2.609, 0.000, 2.600], [3.234, 0.045, 0.941], [2.354, -1.386, 1.532], [3.071, 3.015, 0.891], [1.913, 3.795, -0.178], [2.588, 2.230, -0.615], [1.913, 2.693, 3.262], [0.350, 1.964, 3.631], [0.437, 3.608, 3.002], [-1.303, 0.908, 3.628], [-1.568, -0.536, 2.645], [-2.914, 0.261, 3.435], [-2.101, 3.609, 2.738], [-3.791, 3.188, 2.508], [-2.899, 3.967, 1.204], [-3.378, -0.087, -0.234], [-4.383, 1.358, -0.074], [-4.392, 0.139, 1.190], [-0.696, 4.878, -0.256], [-2.387, 4.698, -0.729], [-1.181, 5.104, -1.938], [1.065, 3.434, -2.527], [0.153, 2.346, -3.564], [1.106, 1.692, -2.253], [-3.495, 2.229, -1.904], [-2.497, 0.840, -2.343], [-2.543, 2.260, -3.383]], "mulliken_charge": [0.74, -0.54, 0.07, -0.87, 0.57, -0.55, -0.50, -0.31, -0.27, 0.13, -0.15, 1.02, -0.59, -0.56, 1.06, -0.60, -0.60, 0.66, 0.67, -1.01, -0.08, 0.15, -1.24, -1.25, 1.15, 0.49, -0.94, -1.07, -1.22, 0.64, -1.30, -1.15, -1.12, 0.32, 0.36, 0.41, 0.44, 0.33, 0.41, 0.46, 0.37, 0.37, 0.29, 0.12, 0.50, 0.28, 0.41, 0.24, 0.21, 0.41, 0.46, 0.36, 0.37, 0.42, 0.40, 0.47, 0.17, 0.31, 0.21, 0.47]}



# 3
{"formula": "C17H29N6NdO4P", "method": "wB97M-V/def2-TZVPD", "homo_lumo_gap_ev": [8.1, 8.2], "multiplicity": 4, "lumo_ev": [-9.181, -9.117], "charge": 3, "species": ["Nd", "O", "C", "O", "C", "C", "C", "C", "C", "N", "C", "O", "O", "H", "H", "H", "H", "N", "C", "C", "C", "C", "N", "H", "H", "H", "H", "H", "H", "H", "H", "H", "H", "H", "H", "C", "N", "C", "N", "C", "N", "C", "P", "C", "C", "H", "H", "H", "H", "H", "H", "H", "H", "H", "H", "H", "H", "H"], "coordinates": [[-1.036, -0.648, -0.676], [1.646, -0.171, -4.642], [1.128, -0.376, -3.480], [0.139, 0.207, -3.021], [1.770, -1.440, -2.643], [2.753, -2.348, -3.002], [3.103, -3.319, -2.063], [2.461, -3.382, -0.828], [1.472, -2.442, -0.562], [1.161, -1.491, -1.450], [0.353, -2.258, 0.458], [-0.750, -2.676, 0.033], [0.435, -1.381, 1.342], [1.212, 0.505, -5.198], [3.206, -2.318, -3.981], [3.842, -4.067, -2.312], [2.707, -4.160, -0.123], [-2.879, 0.354, 0.830], [-4.194, -0.115, 0.286], [-4.109, -1.593, -0.145], [-4.540, -1.856, -1.596], [-3.631, -1.258, -2.671], [-2.239, -1.790, -2.562], [-2.773, -0.101, 1.748], [-2.984, 1.352, 1.047], [-4.462, 0.532, -0.557], [-4.983, -0.001, 1.038], [-4.778, -2.186, 0.481], [-3.085, -1.991, 0.040], [-5.550, -1.466, -1.741], [-4.588, -2.937, -1.746], [-3.586, -0.162, -2.605], [-4.062, -1.507, -3.646], [-1.791, -1.651, -3.475], [-2.326, -2.812, -2.459], [2.768, 1.496, 3.247], [1.374, 2.070, 3.505], [1.393, 3.536, 3.050], [1.791, 3.623, 1.701], [3.119, 3.072, 1.502], [3.131, 1.672, 1.893], [2.413, 0.819, 0.986], [0.588, 1.258, 0.936], [0.329, 1.292, 2.806], [0.822, 3.123, 0.759], [2.761, 0.433, 3.504], [3.468, 2.027, 3.898], [1.189, 2.042, 4.512], [2.100, 4.068, 3.695], [0.393, 3.956, 3.187], [3.839, 3.622, 2.111], [3.410, 3.162, 0.455], [2.511, -0.224, 1.305], [2.834, 0.924, -0.020], [0.339, 0.255, 3.160], [-0.647, 1.737, 3.038], [-0.129, 3.645, 0.911], [1.166, 3.347, -0.256]], "mulliken_charge": [0.78, -0.38, 0.36, -0.51, 0.28, -0.68, -0.40, -1.04, 0.68, 0.19, 0.30, -0.48, -0.49, 0.42, 0.60, 0.51, 0.59, -0.46, -0.90, -0.22, -0.94, -0.65, -0.48, 0.30, 0.27, 0.48, 0.41, 0.41, 0.23, 0.37, 0.40, 0.35, 0.46, 0.30, 0.30, -0.81, 0.11, -0.77, 0.23, -0.91, 0.20, -0.93, 1.32, -1.07, -1.22, 0.40, 0.35, 0.36, 0.36, 0.38, 0.31, 0.37, 0.54, 0.48, 0.54, 0.49, 0.46, 0.46]}



# 4
{"formula": "C17H30AsBF6INO6P2S", "method": "wB97M-V/def2-TZVPD", "homo_lumo_gap_ev": 4.5, "lumo_ev": -3.624, "species": ["C", "C", "C", "C", "C", "C", "C", "C", "C", "C", "C", "O", "O", "P", "C", "C", "C", "C", "C", "B", "O", "O", "C", "P", "O", "O", "S", "N", "I", "H", "H", "H", "H", "H", "H", "H", "H", "H", "H", "H", "H", "H", "H", "H", "H", "H", "H", "H", "H", "H", "H", "H", "H", "H", "H", "H", "H", "H", "H", "F", "As", "F", "F", "F", "F", "F"], "coordinates": [[6.006, -2.311, 1.001], [5.750, -2.468, -0.605], [4.250, -1.949, -0.879], [3.745, -2.138, -2.392], [2.500, -1.098, -2.621], [3.085, 0.104, -3.506], [2.191, 1.441, -3.514], [1.568, 1.802, -2.060], [0.064, 1.459, -1.894], [-0.641, 1.805, -0.562], [-2.190, 1.536, -0.314], [-2.950, 2.552, -0.333], [-2.770, 0.268, -0.127], [-4.465, 0.533, 0.303], [-4.990, -1.168, 1.019], [-5.235, -2.276, -0.136], [-5.517, 0.834, -1.252], [-4.697, 0.724, -2.638], [0.267, 2.463, 0.557], [-0.504, 2.829, 1.941], [-1.052, 1.837, 2.851], [-0.665, 4.244, 2.223], [1.795, 2.756, 0.327], [2.933, 3.503, 1.609], [2.317, 3.699, 3.163], [4.404, 2.615, 1.843], [3.363, 5.317, 0.974], [2.351, 2.421, -0.997], [4.338, 2.802, -1.533], [7.052, -2.700, 1.296], [5.948, -1.193, 1.255], [5.197, -2.848, 1.616], [5.900, -3.577, -0.852], [6.555, -1.822, -1.106], [4.243, -0.822, -0.606], [3.536, -2.463, -0.143], [4.621, -1.806, -3.074], [3.471, -3.216, -2.668], [2.155, -0.806, -1.572], [1.619, -1.640, -3.125], [4.173, 0.300, -3.176], [3.147, -0.268, -4.601], [2.723, 2.354, -3.989], [1.309, 1.226, -4.234], [-0.564, 0.972, -2.716], [-5.992, -0.972, 1.545], [-4.169, -1.478, 1.767], [-6.359, -2.320, -0.373], [-4.925, -3.292, 0.306], [-4.650, -2.085, -1.099], [-6.395, 0.085, -1.212], [-5.993, 1.889, -1.227], [-4.304, 1.749, -2.955], [-5.461, 0.410, -3.449], [-3.892, -0.089, -2.591], [-0.540, 1.021, 2.625], [-0.916, 4.373, 3.165], [2.081, 4.633, 3.366], [4.236, 1.765, 1.372], [-5.292, -3.057, 3.471], [-4.151, -3.075, 4.860], [-4.911, -4.580, 5.463], [-5.308, -2.104, 5.822], [-3.013, -3.092, 6.243], [-3.390, -1.566, 4.252], [-2.993, -4.046, 3.894]], "mulliken_charge": [-0.94, -0.36, -0.11, -0.81, -0.27, -0.34, -1.48, 0.77, -0.38, 0.30, 0.21, -0.45, -0.29, 0.04, -0.28, -0.92, -0.51, -0.91, 0.36, 0.80, -0.50, -0.53, -0.45, 0.66, -0.47, -0.43, -0.34, -0.32, 0.33, 0.32, 0.16, 0.30, 0.29, 0.27, -0.19, 0.31, 0.29, 0.38, 0.21, 0.34, 0.28, 0.30, 0.39, 0.40, 0.41, 0.36, 0.18, 0.28, 0.31, 0.22, 0.35, 0.38, 0.26, 0.32, 0.18, 0.31, 0.32, 0.35, 0.34, -0.49, 2.02, -0.50, -0.49, -0.50, -0.53, -0.50]}



Short version: ΔE to the lowest compared entry with this formula, charge and spin = 7.93, 18.92, 11.23, 202.20 kcal/mol, in the order given.